81
Properties=species:S:1:pos:R:3:forces:R:3:mulliken_charge:R:1 method="wB97M-V/def2-TZVPD" charge=-1 max_force_ev_per_a=2.35 energy_ha=-3703.847578
C 2.494956 -0.050892 2.055875 -0.646 -0.168 0.110 -1.5275
C 1.203677 -0.808968 1.750315 0.178 -0.001 -0.138 0.2020
C 0.554185 -0.210761 0.484718 0.244 -0.355 0.415 -0.9089
Cl 0.844677 -1.336456 -0.892055 0.036 0.125 -0.115 -0.0191
N -0.832692 0.182569 0.617103 -0.686 0.073 0.754 0.4739
C -1.075949 1.592179 0.897918 0.729 0.711 0.024 0.2507
O -1.876503 1.833834 2.076244 -0.347 -0.581 0.098 -0.1796
N -1.489878 1.033732 3.130936 0.123 0.017 -0.365 0.3888
O -2.294992 1.035598 3.984149 -0.015 0.251 0.243 -0.4965
C -1.695511 2.345313 -0.301166 -0.033 0.842 -0.886 -0.1515
O -2.930352 2.323915 -0.394535 -0.317 -0.241 0.147 -0.5462
O -0.846218 2.890782 -1.048657 -0.184 -0.530 0.628 -0.7787
P -2.053583 -0.932612 0.519694 -0.387 -0.822 -2.163 0.5640
O -1.448834 -2.252406 1.220143 0.029 0.148 0.587 -0.4307
O -3.258806 -0.468111 1.450478 0.463 0.050 0.652 -0.5040
S -2.733993 -1.429084 -1.222645 0.108 0.023 0.165 -0.4491
H 3.100417 -0.599099 2.770848 0.159 0.093 0.100 0.3907
H 2.261827 0.939418 2.448594 0.078 0.073 0.127 0.3471
H 3.044201 0.090230 1.134570 0.259 -0.144 -0.069 0.3097
H 0.490962 -0.771948 2.570611 0.032 0.175 0.136 0.2526
H 1.459270 -1.853593 1.595443 -0.161 -0.133 -0.138 0.0491
H 1.111088 0.678407 0.215151 -0.149 0.186 -0.169 0.6512
H -0.116337 2.071569 1.076295 0.211 -0.227 0.001 0.4078
H -1.483248 -2.147025 2.182895 0.170 -0.062 0.019 0.3313
H -3.999955 -1.011354 1.143040 -0.222 0.294 -0.077 0.3439
C 4.939286 6.396340 2.195430 0.001 -0.014 -0.004 -0.3766
C 5.537297 5.398428 2.954023 -0.052 0.072 -0.075 -0.4754
C 5.373922 4.068378 2.603952 0.139 -0.022 0.180 -0.3543
C 4.613859 3.762094 1.491434 -0.013 0.146 0.062 0.1303
C 4.005015 4.739126 0.727110 -0.128 0.092 -0.185 -0.3339
C 4.171549 6.066606 1.086814 0.084 0.015 0.097 -0.5363
N 4.450360 2.352833 1.101194 -0.003 -0.026 0.010 1.0392
O 4.968124 1.504560 1.800987 0.167 0.149 -0.049 -0.5891
O 3.804446 2.125558 0.099869 0.064 -0.037 -0.086 -0.5568
H 5.071711 7.434630 2.469908 -0.009 0.006 0.009 0.3725
H 6.132722 5.656710 3.818812 0.003 -0.014 0.017 0.3625
H 5.833922 3.286434 3.189130 -0.045 -0.093 -0.074 0.4421
H 3.408312 4.474822 -0.133648 -0.003 -0.118 0.033 0.5087
H 3.702061 6.843494 0.499931 -0.027 -0.010 -0.013 0.3752
C 1.926728 0.070974 -6.628418 0.008 -0.015 0.004 -0.4055
C 1.374841 -1.136370 -7.036308 0.061 0.085 0.043 -0.3707
C 1.407756 -2.234532 -6.193373 -0.105 -0.090 -0.184 -0.4840
C 1.995214 -2.101074 -4.950025 -0.021 0.121 -0.089 0.1361
C 2.554568 -0.910590 -4.527518 0.109 0.156 0.148 -0.2467
C 2.517907 0.182197 -5.377684 -0.034 -0.027 -0.117 -0.5126
N 2.010696 -3.253978 -4.036329 -0.084 0.074 0.013 1.1428
O 1.514631 -4.293963 -4.425000 0.034 -0.048 -0.025 -0.6373
O 2.509390 -3.087961 -2.944979 0.100 -0.162 0.070 -0.6213
H 1.891718 0.929396 -7.286190 -0.006 0.008 0.000 0.3674
H 0.913037 -1.220834 -8.010333 -0.014 -0.015 -0.005 0.3595
H 0.977987 -3.175543 -6.501419 0.008 -0.051 0.116 0.4351
H 3.004865 -0.829358 -3.549449 -0.074 -0.094 0.046 0.4651
H 2.944798 1.122927 -5.059923 -0.015 0.007 0.037 0.3757
C 1.794100 -6.651657 0.537857 0.013 -0.009 0.030 -0.5174
C 0.994388 -5.551159 0.811357 0.033 -0.089 -0.059 -0.4846
C 1.096783 -4.909525 2.034435 -0.198 0.193 -0.090 -0.1363
C 2.004320 -5.378406 2.964185 -0.001 -0.064 -0.131 -0.0512
C 2.804823 -6.477553 2.712883 0.168 -0.168 0.018 -0.4403
C 2.694545 -7.116269 1.489082 -0.090 0.063 -0.060 -0.3616
N 2.131146 -4.682419 4.254379 -0.014 -0.009 0.014 1.0593
O 1.403434 -3.733132 4.459036 -0.026 0.038 0.008 -0.6007
O 2.958767 -5.098718 5.041735 0.023 -0.017 0.029 -0.6244
H 1.717368 -7.146989 -0.420864 0.001 0.006 -0.012 0.3956
H 0.294214 -5.185810 0.072736 0.004 0.057 0.009 0.4827
H 0.476229 -4.051209 2.243872 0.056 0.026 0.075 0.4746
H 3.505203 -6.830775 3.454402 -0.022 0.093 0.075 0.4507
H 3.315460 -7.975248 1.274564 0.016 -0.006 0.014 0.3694
C -6.258364 1.646068 -1.371107 0.009 -0.066 -0.111 -0.4935
C -7.493397 1.551396 -2.001731 0.083 0.028 0.103 -0.4140
C -8.622794 2.090234 -1.407371 -0.091 -0.081 -0.202 -0.3547
C -8.493530 2.722457 -0.183581 0.111 -0.023 -0.038 0.1166
C -7.272431 2.821298 0.462468 0.087 0.011 0.065 -0.5019
C -6.149517 2.276515 -0.139997 0.143 -0.005 0.137 -0.3177
N -9.685571 3.313019 0.439115 0.010 -0.033 -0.011 1.0125
O -10.750065 3.194579 -0.140002 -0.042 0.004 -0.010 -0.6312
O -9.549055 3.890572 1.499635 -0.008 0.020 0.044 -0.6150
H -5.371100 1.231991 -1.833087 0.057 0.027 0.056 0.4869
H -7.575877 1.058454 -2.961024 -0.019 -0.006 -0.009 0.3700
H -9.584537 2.019544 -1.892584 -0.054 0.069 0.086 0.4338
H -7.191930 3.315637 1.418646 -0.104 0.032 0.003 0.4299
H -5.177739 2.340585 0.337032 0.039 0.020 -0.095 0.4795